No. 1
{
  "formula": "C25H70N6O7",
  "method": "ωB97M-V/def2-TZVPD",
  "elements": ["C", "O", "C", "C", "C", "N", "H", "H", "H", "H", "H", "H", "H", "H", "H", "H", "H", "C", "O", "C", "C", "C", "N", "H", "H", "H", "H", "H", "H", "H", "H", "H", "H", "H", "C", "O", "C", "C", "C", "N", "H", "H", "H", "H", "H", "H", "H", "H", "H", "H", "H", "C", "O", "C", "C", "C", "N", "H", "H", "H", "H", "H", "H", "H", "H", "H", "H", "H", "C", "O", "C", "C", "C", "N", "H", "H", "H", "H", "H", "H", "H", "H", "H", "H", "H", "C", "O", "C", "C", "C", "N", "H", "H", "H", "H", "H", "H", "H", "H", "H", "H", "H", "C", "O", "H", "H", "H", "H"],
  "xyz": [[1.459, -2.576, -3.959], [1.680, -1.202, -3.872], [3.052, -0.805, -4.191], [3.140, 0.736, -4.337], [2.181, 1.323, -5.362], [4.430, 1.236, -4.714], [1.660, -2.748, -5.016], [0.425, -2.849, -3.751], [2.159, -3.309, -3.557], [3.738, -1.183, -3.432], [3.387, -1.174, -5.160], [2.763, 1.116, -3.387], [2.111, 2.392, -5.162], [1.225, 0.799, -5.349], [2.526, 1.191, -6.388], [4.353, 2.237, -4.817], [4.671, 1.080, -5.682], [1.345, -5.550, 0.988], [2.134, -6.435, 1.769], [3.446, -5.947, 2.132], [4.355, -5.959, 0.784], [4.332, -7.317, 0.048], [5.755, -5.720, 1.157], [0.568, -5.030, 1.549], [0.731, -6.053, 0.241], [1.922, -4.762, 0.502], [3.488, -4.958, 2.588], [3.907, -6.591, 2.881], [4.079, -5.240, 0.013], [5.283, -7.542, -0.436], [3.455, -7.395, -0.593], [4.174, -8.167, 0.713], [6.226, -5.490, 0.294], [5.939, -4.850, 1.636], [-4.264, 1.927, -4.806], [-5.314, 1.682, -5.757], [-5.565, 2.629, -6.772], [-6.184, 3.938, -6.180], [-7.015, 4.711, -7.223], [-5.285, 4.935, -5.503], [-4.704, 2.474, -3.973], [-3.332, 2.368, -5.160], [-3.821, 0.959, -4.576], [-4.738, 2.768, -7.468], [-6.325, 2.055, -7.301], [-6.859, 3.658, -5.371], [-6.341, 5.293, -7.852], [-7.500, 5.550, -6.724], [-7.750, 4.192, -7.839], [-4.309, 4.814, -5.736], [-5.549, 5.783, -5.984], [5.676, -1.165, 3.301], [6.896, -1.454, 4.075], [7.044, -0.533, 5.186], [7.527, -1.236, 6.507], [8.999, -1.695, 6.361], [6.770, -2.448, 6.850], [5.444, -0.179, 2.899], [4.887, -1.417, 4.009], [5.488, -1.797, 2.433], [7.820, 0.177, 4.902], [6.190, 0.112, 5.392], [7.464, -0.457, 7.268], [8.979, -2.677, 5.888], [9.415, -1.940, 7.338], [9.640, -1.102, 5.708], [5.781, -2.386, 6.653], [7.015, -3.229, 6.259], [-6.791, -5.966, -0.542], [-6.197, -6.196, 0.780], [-6.615, -5.400, 1.850], [-6.424, -3.909, 1.750], [-4.981, -3.396, 1.432], [-6.860, -3.219, 2.931], [-7.868, -6.011, -0.375], [-6.448, -6.829, -1.112], [-6.495, -5.055, -1.063], [-7.604, -5.579, 2.274], [-5.995, -5.588, 2.727], [-6.936, -3.514, 0.873], [-4.269, -3.612, 2.229], [-4.978, -2.306, 1.403], [-4.677, -3.818, 0.474], [-7.864, -3.265, 3.037], [-6.419, -3.769, 3.654], [-2.548, 10.674, 3.520], [-1.287, 10.151, 3.747], [-1.033, 8.726, 3.968], [-1.600, 7.854, 2.791], [-1.137, 6.427, 3.059], [-0.862, 8.227, 1.560], [-2.971, 10.220, 2.623], [-2.567, 11.764, 3.547], [-3.178, 10.431, 4.375], [0.055, 8.664, 3.992], [-1.416, 8.334, 4.911], [-2.667, 8.008, 2.632], [-1.383, 6.100, 4.069], [-0.056, 6.329, 2.961], [-1.584, 5.669, 2.415], [0.103, 7.929, 1.593], [-0.671, 9.216, 1.632], [-0.238, 0.712, 0.062], [0.929, -0.047, 0.081], [-0.047, 1.707, -0.339], [-0.975, 0.455, -0.698], [-0.754, 0.784, 1.020], [1.029, -0.473, -0.774]],
  "homo_lumo_gap_ev": 9.44,
  "spin_multiplicity": 1,
  "relative_energy_ev": 5.667,
  "smiles": "COC[C@H](C)N.COC[C@H](C)N.COC[C@H](C)N.COC[C@H](C)N.COC[C@H](C)N.COC[C@H](C)N.CO"
}

No. 2
{
  "formula": "C25H70N8O7",
  "method": "ωB97M-V/def2-TZVPD",
  "elements": ["C", "O", "N", "N", "H", "H", "H", "H", "C", "C", "C", "O", "C", "N", "H", "H", "H", "H", "H", "H", "H", "H", "H", "H", "H", "C", "C", "C", "O", "C", "N", "H", "H", "H", "H", "H", "H", "H", "H", "H", "H", "H", "C", "C", "C", "O", "C", "N", "H", "H", "H", "H", "H", "H", "H", "H", "H", "H", "H", "C", "C", "C", "O", "C", "N", "H", "H", "H", "H", "H", "H", "H", "H", "H", "H", "H", "C", "C", "C", "O", "C", "N", "H", "H", "H", "H", "H", "H", "H", "H", "H", "H", "H", "C", "C", "C", "O", "C", "N", "H", "H", "H", "H", "H", "H", "H", "H", "H", "H", "H"],
  "xyz": [[0.874, 4.468, -6.944], [0.342, 4.209, -7.985], [2.111, 4.951, -6.681], [0.324, 4.107, -5.822], [2.549, 4.909, -5.772], [2.720, 5.222, -7.440], [0.752, 4.358, -4.942], [-0.415, 3.423, -5.897], [-1.800, 0.258, -2.906], [-1.087, 1.211, -2.053], [-1.036, 0.787, -0.587], [-2.225, 1.216, 0.010], [-2.363, 0.594, 1.355], [0.157, 1.375, -2.701], [-2.756, -0.112, -2.534], [-1.134, -0.540, -3.234], [-2.067, 0.756, -3.838], [-1.546, 2.191, -2.188], [-0.155, 1.165, -0.068], [-0.992, -0.300, -0.643], [-3.389, 0.278, 1.543], [-1.948, 1.241, 2.128], [-1.727, -0.272, 1.539], [0.523, 2.185, -2.221], [0.027, 1.624, -3.671], [1.075, -4.960, -5.073], [1.716, -4.944, -3.685], [1.483, -3.556, -3.053], [2.273, -2.573, -3.816], [1.699, -1.254, -3.745], [0.891, -5.927, -2.982], [0.025, -4.668, -5.075], [1.143, -5.892, -5.635], [1.687, -4.222, -5.593], [2.745, -5.300, -3.656], [1.675, -3.696, -1.989], [0.467, -3.162, -3.036], [2.512, -0.619, -4.097], [1.423, -0.942, -2.738], [0.849, -1.191, -4.425], [0.312, -6.546, -3.531], [1.579, -6.525, -2.548], [-7.391, -2.904, 5.772], [-6.840, -2.719, 4.348], [-5.383, -2.235, 4.419], [-5.201, -1.039, 5.093], [-4.055, -0.286, 4.662], [-6.918, -4.011, 3.703], [-6.732, -3.468, 6.432], [-8.422, -3.225, 5.919], [-7.257, -1.970, 6.318], [-7.552, -2.106, 3.797], [-4.933, -2.378, 3.437], [-4.765, -2.870, 5.054], [-3.919, 0.692, 5.124], [-4.239, -0.096, 3.605], [-3.205, -0.883, 4.991], [-6.479, -4.783, 4.184], [-6.414, -3.988, 2.828], [2.228, -0.958, 0.334], [2.284, -2.076, 1.365], [1.000, -3.051, 1.351], [1.016, -3.837, 2.458], [0.554, -3.204, 3.602], [3.374, -2.958, 1.137], [1.292, -0.400, 0.367], [2.452, -1.117, -0.721], [2.828, -0.074, 0.544], [2.320, -1.565, 2.327], [0.950, -3.655, 0.446], [0.153, -2.365, 1.391], [-0.460, -2.839, 3.438], [1.205, -2.456, 4.054], [0.398, -4.041, 4.283], [3.254, -3.698, 0.459], [3.554, -3.430, 2.011], [0.392, 0.520, 5.803], [0.220, 1.295, 4.524], [0.599, 2.831, 4.633], [0.724, 3.581, 3.477], [-0.505, 3.884, 2.735], [1.012, 0.615, 3.509], [1.428, 0.452, 6.133], [-0.009, -0.484, 5.658], [-0.202, 0.934, 6.617], [-0.815, 1.297, 4.182], [1.513, 2.880, 5.225], [0.012, 3.374, 5.374], [-0.264, 4.661, 2.010], [-1.273, 4.231, 3.426], [-0.891, 3.066, 2.127], [1.344, 1.428, 3.010], [1.908, 0.307, 3.861], [5.207, 2.483, -3.059], [3.857, 3.167, -3.328], [2.988, 3.510, -2.085], [1.670, 4.014, -2.467], [0.861, 4.711, -1.506], [4.202, 4.349, -4.093], [4.962, 1.495, -2.670], [5.862, 2.885, -2.286], [5.931, 2.272, -3.846], [3.251, 2.459, -3.894], [3.448, 4.311, -1.507], [2.821, 2.636, -1.455], [-0.017, 5.026, -2.069], [1.440, 5.589, -1.220], [0.817, 4.001, -0.680], [4.686, 3.959, -4.889], [4.833, 4.924, -3.553]],
  "homo_lumo_gap_ev": [8.24, 2.96],
  "total_charge": 1,
  "spin_multiplicity": 2,
  "relative_energy_ev": 0.794
}

No. 3
{
  "formula": "C25H72N4O11",
  "method": "ωB97M-V/def2-TZVPD",
  "elements": ["N", "C", "N", "O", "H", "H", "H", "H", "N", "C", "N", "O", "H", "H", "H", "H", "C", "C", "C", "O", "H", "H", "H", "H", "H", "H", "H", "H", "C", "C", "C", "O", "H", "H", "H", "H", "H", "H", "H", "H", "C", "C", "C", "O", "H", "H", "H", "H", "H", "H", "H", "H", "C", "C", "C", "O", "H", "H", "H", "H", "H", "H", "H", "H", "C", "C", "C", "O", "H", "H", "H", "H", "H", "H", "H", "H", "C", "C", "C", "O", "H", "H", "H", "H", "H", "H", "H", "H", "C", "C", "C", "O", "H", "H", "H", "H", "H", "H", "H", "H", "C", "O", "H", "H", "H", "H", "C", "O", "H", "H", "H", "H"],
  "xyz": [[-19.579, -9.039, 1.922], [-20.101, -8.062, 2.644], [-21.091, -7.444, 2.095], [-19.727, -7.824, 3.911], [-18.831, -9.675, 2.192], [-19.524, -8.793, 0.931], [-21.652, -6.966, 2.847], [-21.709, -7.666, 1.276], [-25.775, -5.571, 6.037], [-26.210, -6.431, 5.170], [-25.494, -7.499, 5.084], [-27.279, -6.168, 4.369], [-26.276, -4.772, 6.499], [-24.962, -5.835, 6.506], [-25.653, -8.293, 4.480], [-24.870, -7.795, 5.795], [-26.050, -7.700, 1.659], [-26.621, -8.085, 0.290], [-28.076, -7.841, 0.373], [-26.028, -7.510, -0.629], [-25.086, -8.147, 1.785], [-26.692, -7.999, 2.503], [-25.863, -6.630, 1.745], [-26.638, -9.191, 0.252], [-28.415, -6.928, 0.899], [-28.601, -8.643, 0.931], [-28.450, -7.746, -0.684], [-25.072, -7.646, -0.516], [-20.754, -0.471, 0.641], [-20.484, -1.895, 1.056], [-21.583, -2.285, 2.110], [-20.449, -2.694, 0.110], [-21.746, -0.310, 0.347], [-20.143, -0.010, -0.095], [-20.538, 0.252, 1.473], [-19.446, -1.999, 1.540], [-22.566, -2.360, 1.649], [-21.611, -1.516, 2.920], [-21.403, -3.274, 2.519], [-19.983, -3.479, 0.328], [-23.232, -5.669, -1.969], [-23.159, -4.704, -0.763], [-24.511, -4.333, -0.222], [-22.457, -5.095, 0.191], [-23.846, -5.104, -2.604], [-23.756, -6.629, -1.872], [-22.376, -5.966, -2.617], [-22.751, -3.746, -1.185], [-24.875, -5.192, 0.309], [-25.193, -4.202, -1.112], [-24.572, -3.630, 0.538], [-21.657, -4.551, 0.354], [-28.602, -2.281, 2.923], [-27.831, -3.538, 3.063], [-27.675, -4.191, 1.714], [-26.740, -3.489, 3.652], [-29.547, -2.359, 2.458], [-28.033, -1.607, 2.349], [-28.646, -1.824, 3.925], [-28.449, -4.204, 3.592], [-27.316, -5.226, 1.940], [-26.924, -3.723, 1.069], [-28.633, -4.177, 1.150], [-26.724, -4.395, 4.024], [-19.779, -3.897, 6.742], [-20.459, -4.678, 5.718], [-19.852, -4.717, 4.268], [-20.589, -5.919, 5.842], [-20.323, -4.109, 7.632], [-19.781, -2.794, 6.482], [-18.800, -4.267, 6.804], [-21.435, -4.356, 5.601], [-19.552, -3.639, 4.063], [-20.543, -5.071, 3.479], [-18.974, -5.298, 4.151], [-20.796, -6.322, 4.992], [-25.234, -8.884, 7.937], [-23.829, -8.261, 7.996], [-22.727, -9.366, 7.888], [-23.568, -7.429, 7.132], [-25.470, -9.753, 8.615], [-25.288, -9.319, 6.922], [-26.021, -8.114, 8.023], [-23.657, -7.744, 8.937], [-22.692, -10.005, 8.784], [-21.826, -8.783, 7.831], [-22.672, -10.084, 7.112], [-22.687, -7.044, 7.370], [-23.516, -2.860, 4.926], [-23.038, -1.827, 5.914], [-23.173, -0.387, 5.373], [-23.530, -1.853, 7.038], [-23.936, -3.704, 5.497], [-22.758, -3.204, 4.102], [-24.386, -2.409, 4.485], [-21.936, -2.040, 6.058], [-22.475, 0.347, 5.681], [-24.155, 0.071, 5.305], [-23.005, -0.477, 4.317], [-23.287, -2.611, 7.557], [-23.791, -5.460, 2.979], [-23.250, -6.298, 4.067], [-24.753, -4.990, 3.112], [-23.889, -6.137, 2.181], [-23.061, -4.674, 2.702], [-24.033, -6.672, 4.552], [-22.180, -8.496, -0.497], [-23.062, -7.770, 0.322], [-21.735, -7.912, -1.242], [-22.722, -9.264, -1.094], [-21.457, -8.954, 0.144], [-22.767, -6.861, 0.122]],
  "homo_lumo_gap_ev": 8.85,
  "spin_multiplicity": 1,
  "relative_energy_ev": 9.619,
  "smiles": "NC(N)=O.NC(N)=O.CC(C)O.CC(C)O.CC(C)O.CC(C)O.CC(C)O.CC(C)O.CC(C)O.CO.CO"
}

No. 4
{
  "formula": "C25H73N9O14",
  "method": "ωB97M-V/def2-TZVPD",
  "elements": ["C", "C", "O", "H", "H", "H", "H", "H", "C", "C", "O", "H", "H", "H", "H", "H", "C", "C", "C", "O", "C", "N", "H", "H", "H", "H", "H", "H", "H", "H", "H", "H", "H", "C", "C", "C", "O", "C", "N", "H", "H", "H", "H", "H", "H", "H", "H", "H", "H", "H", "C", "C", "C", "O", "C", "N", "H", "H", "H", "H", "H", "H", "H", "H", "H", "H", "H", "C", "C", "O", "O", "H", "H", "H", "H", "H", "H", "C", "C", "O", "O", "H", "H", "H", "H", "H", "H", "C", "C", "O", "O", "H", "H", "H", "H", "H", "H", "C", "O", "N", "N", "H", "H", "H", "H", "C", "O", "N", "N", "H", "H", "H", "H", "C", "O", "N", "N", "H", "H", "H", "H"],
  "xyz": [[0.044, 0.079, 0.348], [0.826, 1.303, -0.120], [2.218, 1.336, 0.264], [0.376, -0.871, -0.070], [-1.001, 0.130, 0.040], [0.047, -0.095, 1.424], [0.427, 2.247, 0.252], [0.614, 1.330, -1.189], [-0.574, 4.080, -2.926], [0.080, 5.213, -2.158], [1.523, 5.307, -2.055], [-0.417, 4.208, -3.997], [-1.663, 4.046, -2.889], [-0.132, 3.209, -2.442], [-0.332, 5.112, -1.154], [-0.279, 6.164, -2.553], [0.914, -2.026, 5.230], [-0.266, -1.057, 5.281], [-0.126, -0.081, 6.456], [-1.179, 0.915, 6.629], [-2.403, 0.514, 7.187], [-0.287, -0.367, 3.985], [0.952, -2.537, 6.192], [1.780, -1.446, 4.911], [0.891, -2.800, 4.463], [-1.256, -1.498, 5.394], [0.861, 0.382, 6.462], [-0.130, -0.720, 7.340], [-2.844, -0.251, 6.548], [-3.083, 1.353, 7.332], [-2.235, 0.263, 8.235], [0.535, 0.220, 3.996], [-1.106, 0.223, 4.009], [1.762, -1.860, -5.089], [1.714, -0.494, -5.626], [0.867, 0.452, -4.713], [-0.458, -0.052, -4.684], [-1.324, 0.933, -4.077], [3.162, -0.118, -5.768], [2.086, -1.928, -4.051], [2.428, -2.534, -5.627], [0.814, -2.397, -5.097], [1.307, -0.589, -6.633], [0.912, 1.496, -5.021], [1.187, 0.421, -3.671], [-2.304, 0.456, -4.074], [-1.370, 1.845, -4.674], [-1.079, 1.081, -3.026], [3.679, -0.637, -6.463], [3.571, -0.309, -4.864], [-3.530, 0.725, -0.878], [-4.834, 1.336, -0.435], [-5.235, 2.708, -1.044], [-4.237, 3.690, -0.594], [-4.444, 4.987, -1.062], [-5.852, 0.358, -0.957], [-3.395, -0.223, -0.356], [-2.694, 1.392, -0.669], [-3.593, 0.654, -1.964], [-4.920, 1.407, 0.649], [-6.241, 3.025, -0.769], [-5.219, 2.594, -2.128], [-4.473, 4.951, -2.151], [-3.596, 5.628, -0.824], [-5.425, 5.315, -0.719], [-5.875, 0.365, -1.966], [-5.480, -0.555, -0.738], [0.713, 3.474, 2.802], [1.481, 4.784, 2.535], [1.766, 4.973, 1.069], [1.616, 2.376, 2.959], [-0.136, 3.388, 2.124], [0.241, 3.570, 3.780], [2.395, 4.927, 3.112], [0.849, 5.635, 2.788], [0.968, 5.102, 0.551], [1.752, 2.040, 2.071], [-1.241, -3.467, 2.572], [-2.163, -4.545, 1.928], [-3.390, -4.772, 2.639], [-1.824, -2.186, 2.303], [-0.229, -3.313, 2.198], [-1.161, -3.443, 3.659], [-1.519, -5.415, 2.049], [-2.444, -4.318, 0.899], [-3.877, -3.963, 2.463], [-1.239, -1.556, 2.731], [1.649, -3.463, -0.255], [3.063, -3.997, -0.932], [3.137, -3.617, -2.297], [0.629, -4.386, -0.376], [1.446, -2.460, -0.632], [1.884, -3.377, 0.806], [3.187, -5.074, -0.825], [3.950, -3.590, -0.447], [3.977, -4.003, -2.557], [0.832, -5.175, 0.132], [3.766, -1.327, 2.554], [4.005, -1.969, 3.542], [2.574, -0.765, 2.420], [4.514, -1.125, 1.492], [1.875, -1.128, 3.052], [2.500, 0.029, 1.799], [5.408, -1.574, 1.355], [4.041, -0.687, 0.714], [-1.926, -2.319, -2.475], [-2.814, -1.971, -3.172], [-0.679, -1.876, -2.523], [-1.989, -3.279, -1.654], [-0.086, -1.931, -1.707], [-0.572, -1.094, -3.153], [-2.823, -3.849, -1.683], [-1.246, -3.581, -1.041], [4.692, 0.017, -2.294], [4.912, 1.169, -1.849], [3.762, -0.741, -1.868], [5.288, -0.530, -3.327], [3.588, -1.694, -2.151], [3.137, -0.217, -1.273], [4.954, -1.476, -3.450], [6.118, -0.237, -3.822]],
  "homo_lumo_gap_ev": 3.31,
  "total_charge": -2,
  "spin_multiplicity": 1
}